1.
{"formula": "C31H25F3MnN3P2Se", "method": "the ωB97M-V functional and the def2-TZVPD basis", "multiplicity": 5, "total_charge": 2, "energy_ha": -5894.76018, "de_lowest_kcal_mol": 17.9, "s_squared": 6.1369, "species": ["Mn", "N", "P", "C", "C", "C", "C", "C", "C", "C", "C", "C", "C", "C", "C", "P", "C", "C", "C", "C", "C", "C", "C", "C", "C", "C", "C", "C", "H", "H", "H", "H", "H", "H", "H", "H", "H", "H", "H", "H", "H", "H", "H", "H", "H", "H", "H", "H", "H", "F", "C", "F", "F", "Se", "N", "C", "C", "C", "C", "C", "C", "N", "H", "H", "H", "H"], "xyz": [[-0.658, 0.012, 0.539], [-1.680, -0.138, -2.208], [-1.848, -1.404, -1.045], [-3.429, -1.065, -0.179], [-4.639, -0.882, -0.838], [-5.775, -0.573, -0.109], [-5.700, -0.415, 1.268], [-4.493, -0.580, 1.934], [-3.360, -0.920, 1.214], [-2.118, -2.876, -2.064], [-1.924, -2.881, -3.444], [-2.161, -4.047, -4.152], [-2.541, -5.208, -3.493], [-2.714, -5.204, -2.116], [-2.501, -4.042, -1.397], [-1.367, 1.272, -1.272], [-2.803, 2.316, -1.624], [-2.901, 2.859, -2.905], [-4.035, 3.575, -3.245], [-5.051, 3.753, -2.317], [-4.947, 3.202, -1.049], [-3.819, 2.482, -0.690], [0.117, 2.096, -1.931], [0.846, 1.660, -3.032], [2.015, 2.323, -3.373], [2.471, 3.391, -2.616], [1.743, 3.822, -1.514], [0.567, 3.179, -1.168], [-2.326, -0.095, -2.998], [-4.687, -1.010, -1.910], [-6.725, -0.468, -0.612], [-6.589, -0.169, 1.826], [-4.451, -0.460, 3.006], [-2.437, -1.199, 1.744], [-1.594, -1.996, -3.970], [-2.050, -4.045, -5.226], [-2.684, -6.120, -4.052], [-3.011, -6.105, -1.604], [-2.630, -4.031, -0.322], [-2.091, 2.728, -3.612], [-4.119, 4.003, -4.231], [-5.927, 4.325, -2.586], [-5.742, 3.348, -0.335], [-3.711, 2.063, 0.303], [0.500, 0.814, -3.607], [2.575, 1.997, -4.235], [3.394, 3.885, -2.883], [2.096, 4.659, -0.930], [-0.016, 3.524, -0.319], [0.479, 2.108, 2.066], [-0.635, 1.408, 1.821], [-1.680, 2.079, 2.280], [-0.542, 0.239, 2.584], [2.723, 1.045, 0.548], [1.488, -0.155, -0.029], [2.060, -0.889, -1.002], [1.484, -1.970, -1.688], [2.216, -2.622, -2.647], [3.538, -2.239, -2.952], [4.140, -1.192, -2.305], [3.414, -0.505, -1.312], [3.879, 0.503, -0.582], [0.479, -2.287, -1.437], [1.776, -3.450, -3.180], [4.080, -2.788, -3.705], [5.157, -0.896, -2.508]], "lowdin_spin": [3.99, -0.01, 0.01, 0.01, 0.00, 0.01, 0.00, 0.00, 0.02, 0.00, 0.00, 0.00, 0.00, 0.00, 0.00, -0.04, -0.01, 0.00, 0.00, 0.00, 0.00, 0.00, 0.00, 0.00, 0.00, 0.00, 0.00, 0.00, 0.00, 0.00, 0.00, 0.00, 0.00, 0.01, 0.00, 0.00, 0.00, 0.00, 0.00, 0.00, 0.00, 0.00, 0.00, 0.00, 0.00, 0.00, 0.00, 0.00, 0.00, -0.01, -0.08, -0.02, 0.04, 0.01, 0.04, 0.01, 0.00, 0.00, 0.00, 0.00, 0.00, 0.02, 0.00, 0.00, 0.00, 0.00]}

---

2.
{"formula": "C31H25F5N5O2Pd", "method": "the ωB97M-V functional and the def2-TZVPD basis", "total_charge": -1, "energy_ha": -2247.90842, "de_lowest_kcal_mol": 0.0, "species": ["Pd", "C", "C", "C", "C", "C", "C", "C", "C", "N", "C", "O", "C", "C", "C", "C", "C", "N", "C", "O", "N", "C", "C", "C", "C", "C", "C", "C", "C", "H", "H", "H", "H", "H", "H", "H", "H", "H", "H", "H", "H", "H", "H", "H", "H", "H", "H", "H", "H", "H", "F", "C", "F", "C", "F", "F", "F", "N", "C", "C", "C", "C", "C", "N", "C", "H", "H", "H", "H"], "xyz": [[-0.062, -0.049, -0.133], [2.862, -1.651, -1.485], [3.248, -0.210, -1.691], [4.037, 0.150, -2.777], [4.420, 1.469, -2.964], [4.053, 2.425, -2.030], [3.279, 2.100, -0.916], [2.970, 3.138, 0.120], [2.838, 0.776, -0.785], [1.920, 0.398, 0.225], [2.297, 0.419, 1.512], [3.401, 0.679, 1.982], [1.162, 0.010, 2.418], [1.214, -0.006, 3.796], [0.098, -0.458, 4.490], [-1.034, -0.874, 3.801], [-1.019, -0.811, 2.421], [0.066, -0.391, 1.783], [-2.183, -1.171, 1.536], [-3.219, -1.597, 2.043], [-1.921, -0.947, 0.236], [-2.937, -1.255, -0.701], [-3.283, -2.594, -0.933], [-2.643, -3.707, -0.153], [-4.221, -2.890, -1.918], [-4.800, -1.885, -2.676], [-4.447, -0.566, -2.436], [-3.525, -0.229, -1.450], [-3.207, 1.213, -1.183], [3.011, -2.223, -2.401], [1.824, -1.750, -1.167], [3.475, -2.100, -0.699], [4.345, -0.613, -3.484], [5.009, 1.749, -3.828], [4.367, 3.454, -2.160], [3.238, 4.131, -0.244], [3.548, 2.928, 1.023], [1.919, 3.154, 0.406], [2.118, 0.335, 4.279], [0.109, -0.482, 5.573], [-1.929, -1.233, 4.287], [-1.564, -3.553, -0.066], [-2.824, -4.668, -0.634], [-3.039, -3.736, 0.863], [-4.493, -3.926, -2.089], [-5.527, -2.127, -3.443], [-4.899, 0.231, -3.017], [-3.647, 1.853, -1.949], [-2.137, 1.415, -1.152], [-3.590, 1.524, -0.210], [-0.224, 2.611, -0.596], [-0.664, 3.317, 0.598], [-1.314, 2.263, 1.293], [-1.842, 4.180, 0.061], [-2.032, 4.132, -1.284], [-1.619, 5.488, 0.339], [-3.043, 3.895, 0.620], [1.649, 2.987, -5.583], [1.129, 2.146, -4.998], [0.443, 1.086, -4.303], [-0.319, 0.167, -5.011], [-0.941, -0.850, -4.314], [-0.765, -0.923, -2.944], [-0.053, -0.022, -2.258], [0.532, 0.980, -2.921], [-0.414, 0.255, -6.085], [-1.560, -1.583, -4.810], [-1.186, -1.738, -2.377], [1.062, 1.719, -2.337]], "lowdin_charge": [1.05, -0.05, -0.23, -0.07, -0.10, -0.05, -0.20, -0.03, -0.22, 0.00, -0.48, 0.04, -0.15, 0.02, -0.03, 0.02, -0.16, 0.02, -0.48, 0.04, 0.01, -0.23, -0.22, -0.04, -0.07, -0.10, -0.06, -0.21, -0.04, 0.07, 0.04, 0.09, 0.10, 0.10, 0.11, 0.08, 0.08, 0.05, 0.12, 0.11, 0.12, 0.08, 0.07, 0.08, 0.10, 0.09, 0.10, 0.08, 0.04, 0.09, -0.18, -0.20, -0.12, -0.60, 0.08, 0.07, 0.09, 0.16, -0.17, -0.18, 0.00, -0.02, -0.09, -0.01, -0.04, 0.12, 0.11, 0.11, 0.11]}

---

3.
{"formula": "C31H25GeNO4PdS", "method": "the ωB97M-V functional and the def2-TZVPD basis", "total_charge": -2, "energy_ha": -4155.10194, "species": ["Pd", "O", "C", "O", "C", "C", "C", "C", "C", "C", "C", "C", "C", "N", "H", "H", "H", "H", "H", "H", "S", "O", "C", "O", "C", "C", "Ge", "C", "C", "C", "C", "C", "C", "C", "C", "C", "C", "C", "C", "C", "C", "C", "C", "C", "C", "H", "H", "H", "H", "H", "H", "H", "H", "H", "H", "H", "H", "H", "H", "H", "H", "H", "H", "H"], "xyz": [[1.039, -0.972, -3.211], [3.464, -3.980, -1.771], [2.905, -2.919, -2.067], [1.694, -2.780, -2.444], [3.730, -1.660, -1.849], [5.054, -1.580, -2.362], [5.805, -0.485, -2.075], [5.266, 0.534, -1.240], [5.971, 1.697, -0.864], [5.392, 2.633, -0.048], [4.075, 2.441, 0.425], [3.369, 1.324, 0.071], [3.949, 0.347, -0.771], [3.203, -0.737, -1.102], [5.410, -2.387, -2.984], [6.810, -0.370, -2.469], [6.981, 1.839, -1.235], [5.940, 3.526, 0.232], [3.623, 3.188, 1.067], [2.356, 1.146, 0.413], [2.377, -1.153, -4.974], [-0.435, 0.036, -1.594], [-0.520, 0.985, -2.432], [0.055, 0.965, -3.535], [-1.402, 2.150, -2.026], [-1.545, 2.231, -0.509], [-1.785, 0.449, 0.319], [-2.876, 0.887, 1.979], [-3.286, 2.165, 2.356], [-4.025, 2.389, 3.516], [-4.375, 1.326, 4.333], [-3.974, 0.041, 3.983], [-3.236, -0.165, 2.828], [-0.260, -0.401, 1.221], [0.158, 0.104, 2.455], [1.251, -0.437, 3.119], [1.933, -1.513, 2.566], [1.526, -2.032, 1.347], [0.445, -1.473, 0.676], [-3.095, -0.715, -0.593], [-2.721, -1.725, -1.484], [-3.676, -2.521, -2.102], [-5.027, -2.319, -1.855], [-5.418, -1.316, -0.981], [-4.458, -0.530, -0.353], [-2.379, 1.969, -2.488], [-1.005, 3.064, -2.468], [-2.380, 2.880, -0.240], [-0.640, 2.663, -0.070], [-3.025, 3.020, 1.741], [-4.324, 3.398, 3.779], [-4.951, 1.494, 5.236], [-4.236, -0.800, 4.616], [-2.925, -1.175, 2.577], [-0.376, 0.932, 2.911], [1.569, -0.015, 4.066], [2.793, -1.934, 3.075], [2.066, -2.848, 0.882], [0.197, -1.863, -0.300], [-1.677, -1.879, -1.721], [-3.355, -3.296, -2.787], [-5.770, -2.939, -2.344], [-6.470, -1.144, -0.781], [-4.782, 0.236, 0.342]], "lowdin_charge": [0.46, -0.01, -0.67, -0.20, -0.24, -0.01, -0.02, -0.16, -0.06, -0.12, -0.10, 0.00, -0.21, 0.17, 0.11, 0.10, 0.10, 0.08, 0.09, 0.10, -0.40, -0.18, -0.66, -0.09, -0.17, -0.24, 1.00, -0.28, -0.11, -0.12, -0.13, -0.10, -0.12, -0.25, -0.13, -0.12, -0.11, -0.08, -0.09, -0.23, -0.08, -0.09, -0.12, -0.11, -0.12, 0.12, 0.11, 0.05, 0.08, 0.08, 0.09, 0.09, 0.09, 0.11, 0.09, 0.09, 0.09, 0.11, 0.08, 0.09, 0.10, 0.09, 0.09, 0.09]}

---

4.
{"formula": "C31H25N4O2SSe2Zr", "method": "the ωB97M-V functional and the def2-TZVPD basis", "total_charge": 3, "energy_ha": -6813.12602, "de_lowest_kcal_mol": 3.8, "species": ["Zr", "C", "C", "C", "C", "C", "C", "H", "H", "H", "H", "H", "H", "Se", "Se", "C", "C", "C", "C", "C", "N", "C", "C", "C", "C", "C", "N", "H", "H", "H", "H", "H", "H", "H", "H", "O", "S", "O", "N", "C", "C", "C", "C", "C", "C", "C", "C", "N", "C", "C", "C", "C", "C", "C", "C", "H", "H", "H", "H", "H", "H", "H", "H", "H", "H", "H"], "xyz": [[0.539, 0.688, 0.753], [2.674, -0.681, 4.287], [2.058, -1.928, 4.317], [0.735, -2.075, 3.906], [0.019, -0.970, 3.476], [0.648, 0.288, 3.391], [1.971, 0.420, 3.834], [3.686, -0.562, 4.650], [2.603, -2.786, 4.689], [0.248, -3.038, 3.981], [-1.034, -1.079, 3.263], [0.050, 1.202, 3.283], [2.440, 1.395, 3.862], [3.525, 2.615, -0.024], [1.871, 3.141, 1.565], [0.367, 3.638, 0.458], [0.298, 4.851, -0.186], [-0.868, 5.120, -0.896], [-1.885, 4.174, -0.923], [-1.714, 2.975, -0.260], [-0.595, 2.706, 0.436], [3.677, 0.720, 0.302], [4.889, 0.170, -0.064], [5.062, -1.199, 0.070], [4.037, -1.971, 0.604], [2.872, -1.346, 0.967], [2.670, -0.015, 0.813], [1.105, 5.567, -0.121], [-0.984, 6.064, -1.414], [-2.808, 4.361, -1.454], [-2.477, 2.208, -0.271], [5.686, 0.799, -0.439], [5.998, -1.656, -0.225], [4.140, -3.038, 0.736], [2.049, -1.910, 1.385], [2.214, -0.745, -2.132], [0.904, -0.296, -1.818], [0.848, 1.134, -1.245], [0.268, -1.027, -0.505], [-1.036, -1.634, -0.532], [-1.377, -2.711, -1.297], [-2.687, -3.245, -1.234], [-3.619, -2.710, -0.393], [-3.282, -1.592, 0.415], [-4.184, -0.975, 1.303], [-3.795, 0.126, 2.034], [-2.502, 0.612, 1.873], [-1.611, 0.053, 1.054], [-1.988, -1.053, 0.325], [-0.128, -0.366, -3.181], [-1.266, 0.441, -3.242], [-2.076, 0.342, -4.357], [-1.748, -0.550, -5.374], [-0.612, -1.345, -5.297], [0.223, -1.263, -4.194], [-0.640, -3.171, -1.943], [-2.938, -4.098, -1.850], [-4.615, -3.128, -0.328], [-5.187, -1.372, 1.402], [-4.467, 0.620, 2.721], [-2.177, 1.486, 2.426], [-1.492, 1.142, -2.450], [-2.955, 0.965, -4.446], [-2.384, -0.617, -6.248], [-0.367, -2.020, -6.105], [1.125, -1.854, -4.132]], "lowdin_charge": [1.71, -0.04, -0.02, -0.04, -0.09, -0.24, -0.10, 0.13, 0.13, 0.13, 0.10, 0.09, 0.09, 0.86, 0.80, -0.63, -0.03, 0.03, 0.02, -0.10, -0.12, -0.63, -0.07, 0.03, 0.01, -0.12, -0.14, 0.13, 0.14, 0.14, 0.12, 0.13, 0.14, 0.14, 0.11, -0.21, 0.72, -0.47, -0.24, -0.26, 0.03, 0.00, 0.02, -0.12, 0.07, 0.01, -0.13, -0.06, -0.16, -0.32, -0.04, -0.03, -0.01, -0.02, -0.03, 0.14, 0.13, 0.14, 0.15, 0.13, 0.12, 0.10, 0.12, 0.13, 0.13, 0.13]}